# 1
Density functional theory data (ωB97M-V/def2-TZVPD) for a single CH3ClN2 molecule in a non-equilibrium geometry.

The value obtained for the energy above the lowest of the compared OMol25 structures with the same formula, charge and spin is 105.4 kcal/mol. Its HOMO energy is -10.2 eV. As for the structure (SMILES): ClN1CN1. As for the spin multiplicity: 1. As for the HOMO-LUMO gap: 10.8 eV. As for the total charge: 0.

Geometry as XYZ:
```
7
Properties=species:S:1:pos:R:3:lowdin_charge:R:1
Cl -0.119 2.054 -1.138 0.523
N 0.557 0.723 -0.236 -0.460
C -0.255 -0.185 0.480 -0.445
N 0.033 -0.751 -0.761 0.020
H -1.239 0.090 0.819 0.090
H 0.163 -0.428 1.517 0.128
H 0.859 -1.503 -0.680 0.144
```

***

# 2
Density functional theory data (ωB97M-V/def2-TZVPD) for a molecular structure, C2H8N2O in a non-equilibrium geometry.

The value obtained for the energy above the lowest of the compared OMol25 structures with the same formula, charge and spin is 149.9 kcal/mol. Its HOMO energy is -9.0 eV. As for the spin multiplicity: 1. As for the HOMO-LUMO gap: 10.0 eV. As for the total charge: 0.

Geometry as XYZ:
```
13
Properties=species:S:1:pos:R:3:lowdin_charge:R:1
C 1.550 -0.372 -0.367 -0.047
C 0.237 -0.189 0.328 -0.496
N -0.498 -0.998 0.944 0.106
H -0.054 -1.864 1.224 0.075
H -0.135 1.557 0.391 0.124
H 1.841 0.532 -0.898 0.078
H 1.468 -1.195 -1.080 0.090
H 2.318 -0.610 0.372 0.087
N -2.071 0.722 -0.486 0.026
O -0.656 0.897 -0.566 -0.280
H 0.507 1.248 1.106 0.103
H -2.300 0.157 -1.301 0.078
H -2.206 0.114 0.332 0.057
```

***

# 3
Density functional theory data (ωB97M-V/def2-TZVPD) for a molecular structure, C5H6N in a non-equilibrium geometry.

The value obtained for the energy above the lowest of the compared OMol25 structures with the same formula, charge and spin is 189.4 kcal/mol. Its HOMO energy is -13.7 eV. As for the spin multiplicity: 1. As for the HOMO-LUMO gap: 9.4 eV. As for the total charge: +1.

Geometry as XYZ:
```
12
Properties=species:S:1:pos:R:3:lowdin_charge:R:1
C -1.642 0.627 0.650 0.186
C -1.581 0.650 -0.659 0.137
C 0.856 0.261 -0.019 -0.055
C 2.030 0.775 -0.045 0.102
C -0.168 -1.509 -0.007 0.136
N -0.429 -0.085 -0.022 -0.313
H -1.855 0.587 1.778 0.181
H -1.923 0.844 -1.747 0.184
H 2.167 1.823 0.089 0.079
H 2.899 0.027 -0.066 0.133
H 0.172 -2.040 -0.925 0.109
H -0.524 -1.959 0.975 0.121
```

***

# 4
Density functional theory data (ωB97M-V/def2-TZVPD) for 4 unconnected molecules or ions with the total composition C13H28Br2N3OP3S in a non-equilibrium geometry.

The value obtained for the energy above the lowest of the compared OMol25 structures with the same formula, charge and spin is 102.5 kcal/mol. Its HOMO energy is -7.6 eV. As for the structure (SMILES): CC[C@@H](Br)[PH](S)(P(O)Br)P(CC)CC.CC#N.CC#N.CC#N. As for the spin multiplicity: 1. As for the HOMO-LUMO gap: 7.5 eV. As for the total charge: 0.

Geometry as XYZ:
```
51
Properties=species:S:1:pos:R:3:lowdin_charge:R:1
C 3.059 -0.636 1.041 -0.223
C 1.496 -0.092 1.315 -0.376
C 0.738 -0.253 -0.146 -0.879
Br 1.209 -2.082 -0.794 0.668
P -1.070 0.259 -0.235 0.067
S -1.180 0.924 1.813 0.364
P -1.324 -0.163 -2.356 0.351
O -1.543 -1.897 -2.681 -0.527
Br 0.583 0.315 -3.581 0.158
P -2.879 -0.850 0.117 0.681
C -4.474 0.127 0.195 -0.447
C -4.614 1.265 1.360 -0.230
C -2.769 -2.422 1.102 -0.459
C -1.308 -2.888 1.666 -0.185
H 3.736 -0.021 1.808 0.051
H 3.202 -1.763 1.336 0.066
H 3.454 -0.352 -0.024 0.070
H 1.665 1.037 1.638 0.106
H 1.096 -0.784 2.160 0.081
H 1.367 0.507 -0.822 0.065
H -1.294 1.675 -0.588 0.009
H -0.719 2.249 1.913 -0.162
H -1.498 -2.426 -1.836 -0.016
H -5.375 -0.637 0.366 0.099
H -4.715 0.655 -0.836 0.096
H -4.022 1.046 2.349 0.046
H -5.755 1.501 1.612 0.083
H -4.184 2.285 0.927 0.031
H -3.533 -2.370 2.018 0.100
H -3.172 -3.326 0.433 0.093
H -0.724 -3.567 0.908 0.054
H -0.742 -1.922 2.001 0.029
H -1.518 -3.497 2.672 0.096
C 0.306 -1.382 -6.811 -0.117
C 0.417 -1.686 -8.296 -0.215
N 0.509 -1.937 -9.528 0.072
H 1.220 -0.893 -6.461 0.048
H -0.544 -0.720 -6.628 0.067
H 0.162 -2.310 -6.250 0.077
C 7.558 -0.934 1.413 -0.079
C 6.661 -0.141 2.350 -0.206
N 5.918 0.517 3.127 0.086
H 7.304 -1.997 1.466 0.076
H 7.424 -0.586 0.386 0.076
H 8.605 -0.804 1.700 0.075
C -1.162 5.465 3.103 -0.069
C -2.001 4.598 2.178 -0.187
N -2.697 3.879 1.411 0.105
H -0.703 6.280 2.536 0.079
H -1.793 5.889 3.889 0.078
H -0.374 4.864 3.564 0.076
```

***

# 5
Density functional theory data (ωB97M-V/def2-TZVPD) for a gas-phase ion, C4H8ClN2O4S (charge -1) in a non-equilibrium geometry.

The value obtained for the energy above the lowest of the compared OMol25 structures with the same formula, charge and spin is 5.9 kcal/mol. Its HOMO energy is -5.4 eV. As for the structure (SMILES): N[C@@](Cl)(CCC(=O)[O-])S(N)(=O)=O. As for the spin multiplicity: 1. As for the HOMO-LUMO gap: 8.9 eV. As for the total charge: -1.

Geometry as XYZ:
```
20
Properties=species:S:1:pos:R:3:lowdin_charge:R:1
N -0.502 1.577 -0.917 0.016
C -0.618 1.350 0.469 -0.871
Cl -1.818 2.412 1.235 0.632
C -0.947 -0.415 0.968 -0.060
C -0.578 -1.334 -0.190 -0.145
C 0.912 -1.280 -0.702 -0.708
O 1.057 -0.525 -1.638 -0.033
O 1.805 -1.675 0.112 -0.083
S 0.941 1.802 1.269 0.462
N 2.175 1.074 0.609 -0.060
O 1.042 3.189 0.908 -0.371
O 0.837 1.523 2.676 -0.336
H 0.188 0.943 -1.227 0.004
H -0.142 2.485 -1.152 0.073
H -1.983 -0.395 1.314 0.076
H -0.297 -0.538 1.827 0.078
H -1.251 -1.479 -0.987 0.089
H -0.601 -2.308 0.160 0.069
H 2.631 1.676 -0.062 0.080
H 2.157 -0.013 0.429 0.086
```

***

# 6
Density functional theory data (ωB97M-V/def2-TZVPD) for a molecular structure, C4H9I2N in a non-equilibrium geometry.

The value obtained for the energy above the lowest of the compared OMol25 structures with the same formula, charge and spin is 6.6 kcal/mol. Its HOMO energy is -7.9 eV. As for the spin multiplicity: 1. As for the HOMO-LUMO gap: 7.5 eV. As for the total charge: 0.

Geometry as XYZ:
```
16
Properties=species:S:1:pos:R:3:lowdin_charge:R:1
C 1.671 0.736 0.451 -0.036
C 1.987 -1.350 -0.878 0.008
C -2.713 0.403 1.038 -1.140
C 1.173 -0.387 -0.430 -0.504
N -0.107 -0.210 -0.770 0.088
I -3.432 -1.369 0.030 0.656
I -3.110 2.277 -0.004 0.640
H 2.156 1.429 -0.244 0.091
H 0.884 1.247 1.005 0.077
H 2.501 0.274 0.875 0.051
H 3.046 -1.517 -0.660 0.055
H -0.518 -0.773 -1.381 0.019
H 1.585 -2.152 -1.441 0.029
H -1.510 0.360 1.148 0.005
H -3.156 0.282 1.960 -0.101
H -0.457 0.750 -0.699 0.062
```